No. 1
C30H49Cl18N4O8S | ωB97M-V with the def2-TZVPD basis set

Cartesian coordinates (Å):
C1 3.9719 -6.2032 3.2851
C2 2.7897 -6.3880 2.1383
O1 1.7586 -7.2005 2.4064
O2 2.9442 -5.5903 0.8967
C3 2.6047 -6.3891 -0.2984
C4 2.3618 -5.3261 -1.5598
C5 0.7712 -4.8729 -1.6456
C6 0.7600 -3.2970 -2.1099
C7 -0.6168 -2.4792 -1.6258
C8 -0.0961 -1.0372 -1.0469
C9 -1.1980 -0.2054 -0.1581
O3 -2.5672 -0.3911 -0.7418
C10 -2.6661 0.2476 -2.0623
C11 -4.2521 0.0325 -2.5482
N1 -5.0927 0.0444 -1.2906
C12 -6.4116 0.7675 -1.4818
C13 -6.8209 1.4707 -0.0258
C14 -7.9484 2.6847 -0.2233
O4 -5.6665 2.0204 0.7021
C15 -1.2718 -0.9926 1.3161
O5 -0.6698 -2.1555 1.5771
O6 -2.0191 -0.3284 2.4343
N2 -0.8140 1.2503 -0.0148
O7 -1.8114 2.0042 0.4963
C16 0.4845 1.4517 0.7330
C17 0.9298 3.0638 0.7680
C18 2.2082 3.1405 1.8052
C19 3.5559 2.3615 1.2921
C20 4.1153 2.8269 -0.1768
C21 5.2168 4.0587 -0.0032
C22 6.7295 3.6614 -0.5123
S1 6.8175 3.1193 -2.3191
C23 8.3189 2.0006 -2.6122
N3 8.6902 1.4190 -3.9893
N4 9.8092 0.5995 -3.9267
C24 10.2466 0.6279 -2.4642
O8 9.3418 1.5090 -1.6631
H1 3.4266 -6.3354 4.3311
H2 4.8023 -7.0405 3.2218
H3 4.4487 -5.1250 3.2892
H4 1.5701 -6.9732 -0.1918
H5 3.4740 -7.1113 -0.6291
H6 2.6772 -5.8458 -2.5617
H7 3.0998 -4.4359 -1.3650
H8 0.2476 -5.4782 -2.5282
H9 0.1980 -4.9516 -0.6249
H10 1.6900 -2.7835 -1.5667
H11 0.9726 -3.1714 -3.2661
H12 -1.2406 -2.3250 -2.6215
H13 -1.2268 -3.1109 -0.8390
H14 0.8484 -1.1940 -0.3341
H15 0.2486 -0.3514 -1.9594
H16 -2.4955 1.4084 -2.0660
H17 -2.0179 -0.2421 -2.9045
H18 -4.2981 -1.0831 -2.9683
H19 -4.5830 0.7955 -3.3744
H20 -5.2325 -0.9162 -0.9018
H21 -7.2682 -0.0205 -1.7386
H22 -6.3927 1.5452 -2.3574
H23 -7.3376 0.6639 0.6769
H24 -7.3202 3.6647 -0.3961
H25 -8.6723 2.7770 0.6940
H26 -8.5802 2.4108 -1.1829
H27 -5.1324 2.6635 0.1448
H28 -1.8513 2.8959 0.0385
H29 1.4098 0.8889 0.2898
H30 0.4336 1.1392 1.8824
H31 1.1953 3.3832 -0.3280
H32 0.0329 3.7065 1.2219
H33 2.5332 4.2516 2.0715
H34 1.9159 2.6492 2.8499
H35 3.4482 1.1743 1.3008
H36 4.4319 2.5941 2.0689
H37 4.6009 1.8682 -0.6939
H38 3.2826 3.1953 -0.9269
H39 4.8696 5.0389 -0.5870
H40 5.2543 4.3880 1.1405
H41 7.3864 4.6541 -0.4480
H42 7.1460 2.8704 0.2480
H43 11.1686 0.0241 -2.0621
C25 -0.8599 -3.8605 4.9489
Cl1 -0.9538 -5.1630 6.1465
Cl2 -1.0304 -2.2809 5.7333
Cl3 0.6659 -3.9485 4.0525
H44 -1.6831 -3.9839 4.2406
C26 -4.2951 3.7426 -3.2800
Cl4 -4.3556 4.2382 -1.5800
Cl5 -5.8767 3.1454 -3.8106
Cl6 -3.7638 5.0891 -4.3019
H45 -3.5702 2.9303 -3.3764
C27 -4.5568 -3.4431 7.3397
Cl7 -5.1551 -4.2963 8.7727
Cl8 -4.9097 -4.3699 5.8714
Cl9 -5.2671 -1.8230 7.2385
H46 -3.4725 -3.3387 7.4288
C28 -2.6490 0.7617 -5.7687
Cl10 -2.3890 0.4984 -7.5014
Cl11 -1.1361 0.5440 -4.8725
Cl12 -3.3172 2.3769 -5.4782
H47 -3.3700 0.0216 -5.4123
C29 11.7401 1.6105 0.8560
Cl13 11.9569 3.3688 0.8822
Cl14 13.2042 0.8121 0.2573
Cl15 11.3205 1.0113 2.4699
H48 10.9170 1.3750 0.1765
C30 -11.0609 5.1267 1.9561
Cl16 -11.6657 3.5162 1.5316
Cl17 -9.8148 5.0125 3.2105
Cl18 -10.4261 5.9508 0.5217
H49 -11.8938 5.7144 2.3505

Computed properties:
Net charge: -1
Calculated total energy (eV): -290465.30392
HOMO level (eV): -4.156
LUMO energy (eV): 1.18
Multiplicity: 1



No. 2
C30H49N2O24P2 | ωB97M-V with the def2-TZVPD basis set

Cartesian coordinates (Å):
C1 0.2934 3.5771 -0.7601
C2 -0.5066 3.3235 -2.0517
C3 0.4467 3.6896 -3.2340
C4 -1.7808 4.2002 -2.0355
C5 -3.1031 3.5739 -2.5557
P1 -4.4510 4.7095 -1.9583
N1 -3.9675 6.0814 -1.3552
P2 -3.3322 3.6440 -4.4481
O1 -1.8044 3.6441 -5.0175
O2 -3.8414 2.1138 -4.7761
C6 -3.3451 2.1735 -1.9389
C7 -2.0849 1.3480 -1.5762
C8 -1.9408 1.2769 -0.0497
C9 -2.2713 -0.0927 -2.0892
N2 -0.8474 1.8840 -2.2038
O3 0.1490 1.1020 -2.0558
H1 1.3111 3.2093 -0.8664
H2 -0.1261 3.0751 0.1075
H3 0.3272 4.6512 -0.5723
H4 0.1242 4.5863 -3.7572
H5 1.4621 3.8516 -2.8807
H6 0.4902 2.8792 -3.9649
H7 -1.5919 5.1298 -2.5703
H8 -1.9682 4.5067 -1.0024
H9 -5.1598 3.9272 -1.0242
H10 -5.3435 4.8592 -3.0353
H11 -4.3373 6.8704 -1.8666
H12 -1.2801 2.8854 -4.7352
H13 -3.1351 1.5213 -5.0507
H14 -3.9858 1.5845 -2.5899
H15 -3.9023 2.2949 -1.0050
H16 -2.8504 0.8305 0.3494
H17 -1.8855 2.2775 0.3795
H18 -1.0629 0.7080 0.2494
H19 -1.5186 -0.7248 -1.6223
H20 -2.1771 -0.1561 -3.1736
H21 -3.2418 -0.4571 -1.7573
C10 2.5722 -0.9419 -4.4728
C11 2.6904 -0.8462 -2.9660
O4 2.6307 -2.2339 -2.5801
C12 3.0243 -2.9823 -3.6324
O5 3.2220 -4.1573 -3.5829
O6 3.1373 -2.2340 -4.7408
H22 3.1341 -0.1788 -5.0033
H23 1.5351 -0.9386 -4.8134
H24 3.6500 -0.4397 -2.6567
H25 1.8903 -0.2893 -2.4927
C13 3.9574 -5.1695 -0.7673
C14 2.5836 -5.7060 -0.4165
O7 2.8063 -6.3096 0.8659
C15 3.8931 -5.7334 1.4269
O8 4.2234 -5.8779 2.5609
O9 4.5304 -4.9464 0.5358
H26 3.9333 -4.2495 -1.3347
H27 4.5649 -5.9001 -1.3008
H28 1.8433 -4.9154 -0.3022
H29 2.2083 -6.4366 -1.1259
C16 -4.4366 4.7338 1.6732
C17 -4.3417 4.9486 3.1715
O10 -4.3428 3.6036 3.6730
C18 -3.9144 2.7796 2.6954
O11 -3.6639 1.6264 2.8335
O12 -3.8153 3.4473 1.5245
H30 -3.9118 5.4689 1.0672
H31 -5.4670 4.6503 1.3221
H32 -3.4075 5.4300 3.4638
H33 -5.1804 5.4957 3.5919
C19 2.2668 -2.3043 0.9639
C20 0.9329 -2.0805 1.6522
O13 1.0893 -0.7545 2.1780
C21 2.0227 -0.1095 1.4456
O14 2.2835 1.0449 1.5364
O15 2.6524 -0.9721 0.6122
H34 2.1962 -2.9133 0.0707
H35 3.0200 -2.7201 1.6374
H36 0.0881 -2.0866 0.9604
H37 0.7480 -2.7834 2.4610
C22 7.1596 0.0144 0.5166
C23 6.0673 -1.0332 0.4170
O16 5.8230 -1.0768 -0.9916
C24 6.9260 -0.6272 -1.6375
O17 7.0816 -0.6818 -2.8115
O18 7.8054 -0.0996 -0.7579
H38 7.8738 -0.1701 1.3139
H39 6.7582 1.0244 0.6132
H40 6.4030 -2.0193 0.7435
H41 5.1548 -0.7655 0.9416
C25 -3.1198 -1.6216 2.0999
C26 -4.0614 -2.7727 2.3972
O19 -4.5190 -3.1396 1.0866
C27 -3.6017 -2.7360 0.1852
O20 -3.6124 -3.0296 -0.9676
O21 -2.6689 -1.9475 0.7686
H42 -2.2743 -1.5597 2.7790
H43 -3.6255 -0.6566 2.0764
H44 -3.5499 -3.6284 2.8407
H45 -4.9076 -2.4941 3.0178
C28 1.1436 -3.5862 5.6753
C29 0.8147 -3.2582 7.1196
O22 -0.2660 -2.3309 6.9803
C30 -0.8578 -2.5319 5.7839
O23 -1.8804 -2.0411 5.4397
O24 -0.1189 -3.3834 5.0272
H46 1.4787 -4.6081 5.5216
H47 1.8716 -2.8948 5.2469
H48 0.4591 -4.1291 7.6724
H49 1.6330 -2.7930 7.6613

Computed properties:
Net charge: 0
Calculated total energy (eV): -102601.91538
HOMO level (spin up / spin down) (eV): -8.754 / -9.116
LUMO energy (spin up / spin down) (eV): 0.31 / -0.23
Multiplicity: 2



No. 3
C30H49N7O11 | ωB97M-V with the def2-TZVPD basis set

Cartesian coordinates (Å):
C1 -0.8169 -2.2749 3.9609
C2 -0.5369 -0.7379 3.8719
C3 -1.9579 0.0381 3.5129
C4 -2.9779 0.2231 4.7669
C5 -2.1729 1.0011 5.8709
C6 -0.8569 0.1601 6.2749
N1 -0.0069 -0.1989 5.1369
O1 1.2601 -0.4339 5.2719
C7 -1.3069 -0.9379 7.1029
C8 0.1061 1.0661 7.1019
C9 0.3971 -0.3389 2.6729
H1 -1.1509 -2.6049 2.9529
H2 -1.6749 -2.4369 4.4559
H3 -0.0999 -3.0189 4.5209
H4 -2.3819 -0.3419 2.6889
H5 -1.6879 0.9071 2.9349
H6 -3.3379 -0.6319 5.2389
H7 -3.8269 0.8621 4.2519
H8 -2.7649 1.1331 6.7769
H9 -1.7989 2.0461 5.4239
H10 -1.6549 -0.5479 8.1929
H11 -0.5639 -1.6699 7.3329
H12 -2.0529 -1.6749 6.7539
H13 0.8091 0.6591 7.8169
H14 -0.5559 1.6081 7.7219
H15 0.8241 1.7181 6.6659
H16 0.6041 0.7531 2.7489
H17 0.1191 -0.9019 1.8079
H18 1.2311 -1.0879 2.8149
N2 -1.8119 -0.9849 -0.4201
O2 -2.2979 -1.5189 0.4949
O3 -1.1009 -1.6179 -1.1601
O4 -2.3269 0.0691 -0.8951
C10 2.7691 0.6581 -0.8441
C11 3.9131 1.4741 -1.4201
C12 3.7131 2.2181 -2.7471
C13 2.4281 1.9011 -3.6321
C14 1.4011 1.0001 -2.9271
C15 1.5211 0.5371 -1.4721
N3 2.3081 2.5071 -4.9871
O5 1.2361 2.0791 -5.5601
O6 3.1931 3.2811 -5.3521
H19 2.8301 -0.0519 -0.0861
H20 5.0481 1.6431 -0.9141
H21 4.4641 2.7351 -3.2181
H22 0.5391 0.9281 -3.4461
H23 0.6641 0.1161 -0.9231
C16 1.5451 -2.2569 -3.8011
C17 2.8021 -2.2179 -2.9751
C18 4.0621 -2.4729 -3.8801
C19 3.9121 -2.7059 -5.3261
C20 2.5641 -2.5449 -5.9781
C21 1.4141 -2.5599 -5.1391
N4 5.1111 -3.0419 -6.2401
O7 6.2711 -3.0079 -5.7051
O8 4.7411 -3.6129 -7.2781
H24 0.6321 -2.2529 -3.1611
H25 2.9861 -2.0129 -1.8421
H26 5.0661 -2.2489 -3.4351
H27 2.5331 -2.5959 -6.9631
H28 0.5461 -2.4639 -5.4961
C22 -0.3809 4.8021 -2.1311
O9 -0.1779 3.8971 -2.9381
N5 -0.8699 4.6871 -0.8631
C23 -0.8359 5.7251 0.0739
C24 -1.1359 3.3991 -0.3411
H29 -0.1209 5.9031 -2.4731
H30 -1.8109 6.0881 0.3349
H31 -0.2539 6.5891 -0.0681
H32 -0.5259 5.3831 1.1169
H33 -0.3869 2.4931 -0.6111
H34 -1.9549 3.0291 -0.8721
H35 -1.4579 3.3291 0.7909
C25 -4.8529 2.2231 -5.4311
O10 -5.9769 1.9471 -5.7381
N6 -4.3499 2.0671 -4.1891
C26 -2.9179 2.3971 -3.9061
C27 -5.0239 1.5141 -3.0671
H36 -4.2969 2.5601 -6.1401
H37 -2.4459 1.3331 -3.4441
H38 -3.0849 3.1511 -3.4121
H39 -2.4399 2.8441 -4.7301
H40 -4.5679 1.6541 -2.0881
H41 -5.2969 0.4391 -3.2111
H42 -5.8769 1.9791 -2.9451
C28 2.6701 -3.6239 1.3519
O11 2.8011 -2.6209 0.5839
N7 1.5251 -4.2439 1.4379
C29 1.3841 -5.3929 2.3329
C30 0.4431 -3.9119 0.5309
H43 3.6631 -3.9879 1.8169
H44 0.7211 -5.1139 2.9769
H45 2.3171 -5.7109 2.7679
H46 1.2531 -6.3489 1.7799
H47 0.0361 -4.9069 0.1899
H48 0.7781 -3.4759 -0.4551
H49 -0.3899 -3.4139 1.0499

Computed properties:
Net charge: 0
Calculated total energy (eV): -64829.49103
HOMO level (eV): -7.797
Energy above the lowest of the compared OMol25 structures with the same formula, charge and spin (kcal per mole): 43.00
LUMO energy (eV): -5.01
Multiplicity: 1